DFT (wB97M-V/def2-TZVPD) results for a molecular structure, C21H34N3OPPdSeSi at a distorted geometry.

The geometry in XYZ format:
```
63
Properties=species:S:1:pos:R:3:forces:R:3
Pd -0.67544 -1.29607 -1.00251 0.0 1.5 1.3
Si -2.53606 -1.90481 -2.12075 -0.5 -0.8 -1.4
P -1.35977 -2.40845 0.90116 -0.2 0.5 0.1
N 1.24154 -1.47995 -0.42487 0.5 -0.6 -0.5
H -3.75346 1.38666 2.91889 -0.9 -2.6 1.4
C -0.50401 -1.69177 2.33540 0.0 -0.4 0.4
H -0.58197 -2.36946 3.19051 0.1 0.1 0.2
H -0.97080 -0.73481 2.58320 0.0 -0.1 0.0
H 0.54475 -1.53134 2.07174 -0.1 0.0 0.1
C -3.11196 -2.41386 1.42484 0.3 -0.2 0.2
H -3.22205 -3.12853 2.24386 -0.2 0.0 0.0
H -3.75329 -2.70499 0.59479 0.0 -0.1 0.0
H -3.39306 -1.41508 1.76438 0.1 -0.2 -0.1
C -0.86107 -4.15643 0.90195 0.0 -0.4 0.2
H -1.18119 -4.63857 1.84563 0.2 0.1 -0.4
H 0.23754 -4.22394 0.80837 -0.5 0.0 0.0
H -1.32307 -4.68457 0.04834 0.2 0.3 0.4
C -3.83279 -0.51239 -2.07716 0.0 0.0 0.0
H -3.35734 0.47871 -2.04347 -0.2 -0.3 0.0
H -4.48544 -0.64048 -1.20395 0.1 0.2 -0.2
H -4.44256 -0.58683 -2.99113 0.1 0.1 0.3
H -2.19434 -2.10264 -3.56561 -0.4 -0.2 -0.1
H -3.18849 -3.14476 -1.60182 -0.2 -0.1 -0.2
C 2.01850 -2.42113 -0.93547 1.1 -0.6 0.1
C 4.15419 -3.63644 -0.83340 -0.1 0.3 0.1
C 3.35357 -2.59370 -0.39539 -0.6 -0.2 -0.5
C 1.59536 -3.31882 -1.96818 0.5 -0.7 0.0
C 2.40952 -4.38265 -2.36701 0.0 0.9 0.5
C 3.68770 -4.53569 -1.80059 -0.2 -0.2 -0.3
H 5.15183 -3.75406 -0.41687 -0.2 0.0 -0.1
H 3.66691 -1.89133 0.37741 0.1 -0.2 -0.2
H 0.60900 -3.16540 -2.40465 0.1 0.0 0.1
H 2.04596 -5.07129 -3.11886 0.1 0.0 0.0
H 4.31551 -5.36604 -2.12974 -0.1 0.3 0.2
C -3.18312 1.91035 1.81199 2.8 4.0 -3.5
O -3.50573 0.69278 2.20060 -1.4 -1.5 2.1
C -1.73778 2.24643 1.57588 -0.1 0.5 -0.6
H -1.33298 2.83245 2.42143 0.1 -0.2 -0.2
H -1.67197 2.90060 0.67631 0.1 -0.4 0.5
H -1.10783 1.36311 1.39222 -0.3 0.2 0.2
C -4.23302 2.92240 1.50070 -0.3 0.8 -0.5
H -4.55120 3.48292 2.40105 -0.3 -0.3 -0.2
H -5.11073 2.52495 0.94981 0.4 0.0 0.5
H -3.81986 3.72125 0.86130 0.0 -0.4 0.1
C 0.30900 4.15835 -1.69597 0.0 0.2 0.0
N 1.11734 3.15503 -1.02456 -0.3 -0.1 0.1
C 0.91918 1.80090 -1.05593 1.0 0.5 0.4
Se -0.39174 0.97432 -2.05695 0.2 0.6 -0.1
N 1.93261 1.25703 -0.31084 -0.3 0.2 -0.2
C 2.78204 2.26521 0.16824 0.1 -0.7 -0.1
C 4.00947 2.21517 0.83304 -0.4 0.1 -0.1
C 4.65068 3.43408 1.06754 0.0 0.0 0.1
C 4.10270 4.65715 0.64247 -0.9 -0.2 -0.5
C 2.87570 4.69196 -0.05970 0.6 -0.6 0.5
C 2.24382 3.46183 -0.26850 0.2 0.8 -0.4
H -0.25242 4.75551 -0.96267 0.1 -0.2 -0.2
H -0.39185 3.66481 -2.37350 0.2 0.0 0.2
H 0.96353 4.83192 -2.26509 -0.2 -0.2 0.1
H 2.01759 0.23244 -0.17338 -0.4 0.4 -0.1
H 4.40802 1.24630 1.13086 0.1 0.4 0.0
H 5.60885 3.45472 1.59264 -0.3 -0.1 -0.2
H 4.62669 5.58745 0.84809 -0.1 -0.2 -0.1
H 2.41927 5.59950 -0.43611 0.2 0.1 0.1
```
Positions in Å, forces in eV/Å.

HOMO energy (alpha / beta)   -4.63 / -7.35 eV
Multiplicity   5
Total energy   -114833.867 eV
Orbital gap (alpha / beta)   5.13 / 6.52 eV